Density functional theory data (wB97M-V/def2-TZVPD) for a cluster of 3 separate species, C23H52NO8P2 in total at a distorted geometry.

Geometry as XYZ:
```
86
Properties=species:S:1:pos:R:3:mulliken_charge:R:1
C -5.21310 0.19832 0.93492 -0.26
C -4.83312 -1.18708 1.59705 -0.55
C -5.69206 -2.41744 1.10256 -0.86
C -5.62355 -2.68806 -0.45772 -0.40
C -4.12323 -2.41780 -0.96119 0.73
C -3.78965 -3.13085 -2.33170 -0.30
C -2.27500 -3.54643 -2.53592 -1.19
C -1.21407 -2.65436 -1.78200 -0.45
C -0.87822 -1.29410 -2.55043 -0.29
C -0.36990 -0.15534 -1.56585 -0.54
C -1.54291 0.59159 -0.81488 0.70
C -1.86709 2.03540 -1.35585 -1.10
C -2.47759 2.06243 -2.80945 -0.67
C -3.93213 1.50866 -2.89803 0.21
N -4.10940 0.44096 -3.64538 0.04
C -5.55110 0.06487 -3.67576 -0.70
C -6.32993 0.81555 -2.53068 -0.10
C -5.27849 2.01336 -2.28195 -0.59
H -4.96728 1.02573 1.66230 0.43
H -6.30933 0.20053 0.69398 0.29
H -4.59812 0.42781 0.01208 -0.43
H -3.72115 -1.37487 1.52676 0.26
H -5.04022 -1.08019 2.70439 0.39
H -6.74938 -2.23216 1.45562 0.39
H -5.27064 -3.33572 1.61082 0.30
H -6.00607 -3.69113 -0.77014 0.38
H -6.24747 -1.87827 -0.94667 -0.01
H -3.45660 -2.76086 -0.13130 0.53
H -4.07741 -1.30859 -1.15069 -0.98
H -4.18761 -2.48161 -3.15959 0.00
H -4.39284 -4.08726 -2.36027 0.40
H -2.07477 -4.63241 -2.32523 0.34
H -2.06141 -3.41875 -3.64280 0.33
H -0.24387 -3.23704 -1.79837 0.45
H -1.43138 -2.45887 -0.70157 0.31
H -1.70907 -0.96096 -3.23038 -0.23
H 0.00599 -1.52368 -3.21923 0.41
H 0.35612 0.55526 -2.06199 0.42
H 0.24092 -0.67261 -0.76491 -0.08
H -2.49288 -0.00494 -0.77531 -0.73
H -1.20860 0.71630 0.25832 0.35
H -2.48257 2.60198 -0.59846 0.44
H -0.88142 2.58819 -1.41480 0.48
H -1.82054 1.47115 -3.49673 0.38
H -2.51207 3.14686 -3.12998 0.38
H -3.33788 -0.02128 -4.12936 0.36
H -5.90593 0.61539 -4.60599 0.44
H -5.79621 -0.99560 -3.93752 0.37
H -7.32518 1.13431 -2.94555 0.47
H -6.47921 0.10541 -1.67117 -0.24
H -5.66294 2.94453 -2.78822 0.40
H -5.22939 2.04809 -1.16460 0.32
C 6.19271 -2.69642 0.13204 -0.77
O 5.66183 -2.38481 1.42304 -0.26
P 4.04495 -1.81240 1.41810 1.02
O 4.47922 -0.43763 0.91558 -0.60
O 3.97126 -1.82453 3.05965 -0.30
C 4.88156 -2.55838 3.87291 -0.64
O 2.38177 -1.42695 1.36063 -0.41
C 1.98077 -0.14429 1.81994 -0.46
H 7.19681 -3.09880 0.26177 0.26
H 5.57249 -3.44628 -0.36138 0.32
H 6.25000 -1.79830 -0.48506 0.31
H 5.82695 -2.01991 3.95200 0.27
H 5.04779 -3.56277 3.48582 0.29
H 4.45200 -2.64285 4.87162 0.25
H 2.20959 0.61059 1.06621 0.21
H 2.45921 0.10872 2.76566 0.33
H 0.89749 -0.16705 1.96924 0.19
C 8.59182 5.46034 3.38482 -0.72
O 7.53848 4.96869 2.55225 -0.29
P 6.87712 3.46381 3.04578 1.04
O 8.06895 2.65260 2.54411 -0.65
O 5.69973 3.55233 1.90053 -0.22
C 5.37233 4.75475 1.21845 -0.66
O 6.06584 2.14967 3.77029 -0.47
C 6.02797 0.91377 3.06226 -0.43
H 8.89586 6.43848 3.01292 0.24
H 8.24354 5.56603 4.41336 0.32
H 9.45077 4.78824 3.35201 0.30
H 6.10516 4.94843 0.43364 0.30
H 5.31352 5.60230 1.90056 0.28
H 4.39595 4.62397 0.74939 0.22
H 6.98796 0.40298 3.15130 0.18
H 5.77482 1.06282 2.01547 0.37
H 5.26073 0.28840 3.52394 0.18
```

## Properties
Energy relative to the best compared isomer or geometry (same formula, charge and spin) ... 148.6 kcal/mol
2S+1 ... 1
Net charge ... +1
Frontier orbital gap ... 6.5 eV


Density functional theory data (wB97M-V/def2-TZVPD) for a cluster of 7 separate species, C23H53FIN6O6S2 in total.

Geometry as XYZ:
```
92
Properties=species:S:1:pos:R:3:mulliken_charge:R:1
F -3.44571 -5.14512 -2.85029 -0.29
C -4.28312 -4.18047 -3.37257 -0.01
C -3.51728 -3.22614 -4.27361 -0.58
S -1.83559 -2.94928 -3.68755 0.16
S -1.45828 -1.05231 -4.42831 -0.12
C -1.89980 -2.85544 -1.88712 0.29
C -0.48210 -2.94404 -1.28324 -0.61
C -0.17168 -1.86257 -0.27286 -0.45
I -0.68192 0.14912 -0.84799 0.01
H -5.01691 -4.68237 -3.99435 0.35
H -4.83456 -3.66618 -2.59456 -0.04
H -4.04909 -2.29074 -4.38425 0.49
H -3.42857 -3.65624 -5.26019 0.47
H -0.13207 -1.03961 -4.19771 0.23
H -2.44875 -3.73930 -1.59526 0.53
H -2.48016 -2.01226 -1.53731 -0.22
H -0.43449 -3.88042 -0.74618 0.20
H 0.28940 -2.99853 -2.04544 0.34
H -0.64108 -2.06591 0.67547 0.24
H 0.89258 -1.85389 -0.06921 0.09
C 3.57533 -2.12085 2.28795 -1.39
C 3.73674 -2.13177 0.78712 0.81
O 3.07116 -2.88363 0.07200 -0.71
N 4.63918 -1.28686 0.25465 -0.09
C 5.51038 -0.33457 0.94340 -0.87
H 2.82203 -2.85130 2.56737 0.31
H 4.51477 -2.38318 2.77378 0.44
H 3.25560 -1.13583 2.62968 0.37
H 4.70236 -1.34364 -0.74973 0.23
H 5.29630 0.67145 0.58328 0.25
H 6.54338 -0.56906 0.73136 0.37
H 5.35342 -0.36733 2.01529 0.28
C 8.57359 3.18374 0.72705 -1.19
C 8.32292 2.01406 1.64280 0.66
O 8.05708 0.89115 1.22756 -0.66
N 8.40582 2.24808 2.97732 -0.15
C 8.71106 3.50297 3.64253 -0.78
H 8.47861 2.85838 -0.30412 0.32
H 7.84890 3.97451 0.91384 0.32
H 9.57499 3.57661 0.87665 0.41
H 8.23346 1.43458 3.54651 0.23
H 9.60892 3.38786 4.25126 0.29
H 7.88152 3.78733 4.29225 0.29
H 8.87827 4.29423 2.91973 0.26
C -5.23815 -0.39634 -1.04026 -1.23
C -5.37681 -1.70165 -0.30381 0.93
O -4.97787 -2.75711 -0.81030 -0.82
N -5.93863 -1.68350 0.91313 -0.05
C -6.45801 -0.53876 1.64356 -1.01
H -4.76584 -0.59895 -1.99949 0.04
H -6.21442 0.05412 -1.21833 0.34
H -4.60771 0.29388 -0.47732 0.44
H -5.99793 -2.59109 1.35047 0.24
H -5.92464 -0.44246 2.59009 0.33
H -7.51592 -0.69123 1.85019 0.30
H -6.34232 0.37418 1.07112 0.38
C 8.63651 6.92967 -1.84152 -1.32
C 9.20943 6.88574 -0.44521 0.80
O 9.58951 5.84213 0.06543 -0.61
N 9.29126 8.05801 0.23426 -0.17
C 8.89254 9.38272 -0.20931 -0.84
H 8.63654 5.92543 -2.25297 0.27
H 7.61176 7.30238 -1.82222 0.38
H 9.24155 7.57150 -2.48234 0.38
H 9.68342 7.96385 1.15787 0.23
H 9.75523 10.04987 -0.19793 0.29
H 8.13170 9.78289 0.46222 0.29
H 8.48904 9.35180 -1.21477 0.32
C -9.19243 -1.49387 -3.06501 -1.38
C -8.97456 -0.27048 -2.20708 0.84
O -8.56407 -0.35172 -1.05836 -0.63
N -9.25454 0.93864 -2.75686 -0.16
C -9.74907 1.22504 -4.09292 -0.86
H -8.92802 -2.37632 -2.49091 0.30
H -10.23800 -1.56972 -3.36415 0.42
H -8.56501 -1.45141 -3.95658 0.36
H -9.09220 1.71408 -2.13347 0.24
H -9.03970 1.86531 -4.61919 0.29
H -10.70615 1.74336 -4.02783 0.30
H -9.88506 0.31256 -4.66193 0.33
C -3.23321 -2.79647 3.18669 -1.14
C -4.27520 -3.22283 4.19279 0.45
O -5.30675 -2.58739 4.34790 -0.65
N -4.03109 -4.34238 4.91922 -0.17
C -2.87021 -5.21325 4.86478 -0.80
H -3.58069 -1.89247 2.69518 0.30
H -2.28019 -2.58801 3.67498 0.53
H -3.09399 -3.57522 2.43454 0.37
H -4.76709 -4.57032 5.56937 0.25
H -3.18019 -6.22425 4.59719 0.28
H -2.38561 -5.24295 5.84147 0.28
H -2.15379 -4.86223 4.13064 0.31
```

## Properties
2S+1 ... 1
Net charge ... +1
Frontier orbital gap ... 7.4 eV


no.,E_HOMO (Eh),molar mass (g/mol)
1,-0.38659,532.6
2,-0.39278,719.7